14
Properties=species:S:1:pos:R:3:mulliken_charge:R:1 method="wB97M-V/def2-TZVPD" de_lowest_kcal_mol=34.9 total_charge=0 smiles="C=C[C@H](C)C=S"
H 2.859 0.866 -0.696 0.243
H 2.120 -0.555 0.390 0.260
C -0.457 -0.975 1.020 -1.704
C 1.995 0.313 -0.237 -0.678
H -1.196 0.918 -1.857 0.270
H -1.426 -1.231 1.489 0.407
H 0.166 -0.659 1.845 0.452
S -2.398 -1.113 -1.415 -0.226
H -0.041 -1.816 0.429 0.382
C 0.776 0.876 -0.232 -0.374
H -1.009 1.073 0.855 0.233
H 0.607 1.908 -0.621 0.283
C -0.617 0.302 0.178 0.703
C -1.381 0.092 -1.147 -0.252


7
Properties=species:S:1:pos:R:3:mulliken_charge:R:1 method="wB97M-V/def2-TZVPD" spin_multiplicity=3 de_lowest_kcal_mol=30.5 total_charge=0
P -2.005 0.237 -0.081 -0.129
H 0.835 -1.259 -0.266 0.145
H -2.050 0.256 1.347 0.006
C 1.051 1.328 -0.117 -0.368
P 0.040 -0.031 -0.517 0.025
H 1.336 1.165 0.882 0.268
H -0.114 0.136 -1.819 0.052


24
Properties=species:S:1:pos:R:3:mulliken_charge:R:1 method="wB97M-V/def2-TZVPD" de_lowest_kcal_mol=43.1 total_charge=+1 smiles="CC=C=[N+]1C=C(Br)N=C(SC)[C@@]1(N)I"
C 2.002 2.152 -0.414 -0.622
Br -4.104 0.795 0.974 -0.076
H -1.660 -2.346 2.976 0.284
H 2.059 3.149 -2.436 0.354
C -1.427 1.355 -0.122 0.221
C 0.872 1.506 -0.351 0.670
H 3.348 3.627 -1.139 0.341
H -0.601 -3.892 3.128 0.334
N -1.911 -0.722 0.958 -0.384
S -0.311 -2.800 1.032 -0.068
H 1.127 -1.969 -1.012 0.236
H 3.298 2.086 -1.925 0.331
N -0.229 0.826 -0.461 0.281
I -1.771 -1.171 -2.383 0.177
N 1.165 -1.022 -0.965 -0.535
H -1.648 2.412 -0.371 0.469
C -0.843 -1.289 0.545 0.830
C 2.636 2.877 -1.498 -1.106
H 2.607 2.197 0.438 0.374
H 1.628 -0.402 -1.681 0.212
C -1.401 -3.332 2.500 -0.751
C -0.178 -0.621 -0.628 -0.494
C -2.277 0.495 0.502 -0.376
H -2.379 -3.909 2.330 0.297


12
Properties=species:S:1:pos:R:3:mulliken_charge:R:1 method="wB97M-V/def2-TZVPD" de_lowest_kcal_mol=52.2 total_charge=0
O 0.869 -0.281 0.998 -0.420
H 2.070 0.921 -0.187 0.279
C -0.130 0.792 -0.564 -0.570
H -1.036 1.241 -0.128 0.214
O -2.267 -1.146 -0.070 -0.467
H 0.632 -1.199 -0.876 0.242
C 0.048 -0.646 -0.129 0.301
H -0.047 1.085 -1.607 0.321
H -0.946 -2.209 1.056 0.328
C -1.156 -1.406 0.321 -0.166
C 1.100 0.973 0.328 -0.360
H 0.863 1.875 0.858 0.297


16
Properties=species:S:1:pos:R:3:mulliken_charge:R:1 method="wB97M-V/def2-TZVPD" de_lowest_kcal_mol=66.1 total_charge=0 smiles="C=C(N)C(C)(O)O"
O 0.482 -1.182 1.146 -0.584
H -1.526 -0.202 -1.693 0.346
O -1.496 0.356 1.042 -0.485
H -2.179 -0.310 1.196 0.355
C 0.520 0.847 -0.029 0.258
C -0.527 -0.158 0.211 1.291
H 2.191 0.830 -1.162 0.227
H -1.872 -1.595 -0.644 0.460
H 0.090 -1.988 1.512 0.242
N 1.184 0.878 -1.263 -0.581
C 1.068 1.379 1.083 -1.018
C -1.096 -0.904 -0.978 -1.697
H 2.014 1.895 1.032 0.271
H 0.539 1.383 2.016 0.269
H -0.308 -1.456 -1.483 0.392
H 0.916 0.229 -1.987 0.254


15
Properties=species:S:1:pos:R:3:mulliken_charge:R:1 method="wB97M-V/def2-TZVPD" spin_multiplicity=3 de_lowest_kcal_mol=23.1 total_charge=0
C -0.937 -1.718 0.422 -1.078
H -0.051 -2.053 1.091 0.276
H 1.374 -1.382 -1.322 0.042
P 1.466 -0.017 -0.841 -0.005
H -0.448 2.442 -0.075 0.303
C -0.668 -0.284 0.119 0.378
H 3.511 -0.349 0.421 0.280
H -1.056 -2.364 -0.404 0.318
C -1.331 1.998 -0.443 -0.745
H 2.440 0.686 1.032 0.239
N -1.465 0.612 0.074 -0.400
H -1.277 1.885 -1.590 0.271
N 2.550 -0.205 0.584 -0.549
H -2.295 2.453 -0.102 0.282
H -1.814 -1.703 1.034 0.386


50
Properties=species:S:1:pos:R:3:mulliken_charge:R:1 method="wB97M-V/def2-TZVPD" de_lowest_kcal_mol=167.5 total_charge=-2
H 2.819 2.396 1.460 0.259
H 0.322 -0.050 -2.865 0.291
O -0.633 2.922 0.936 -0.784
H -2.563 1.603 0.120 0.502
H -3.111 2.890 0.357 0.347
H -2.405 1.565 -2.220 0.341
H 2.112 -0.426 3.231 0.388
H -2.093 0.508 1.230 0.787
H -3.056 -2.607 1.230 0.200
H -0.308 -2.761 0.474 0.289
H 0.745 -3.505 1.210 0.307
H 2.454 -0.675 0.989 0.187
H 1.616 1.387 0.976 0.460
H -3.455 -1.597 -0.954 0.347
H -0.826 2.169 0.312 0.239
O 3.277 0.978 -1.542 -0.655
H -1.658 -3.191 1.465 0.525
H 2.363 0.701 -1.502 0.460
O -1.235 0.802 -0.047 -1.190
O 0.249 -0.573 -3.685 -0.841
O -0.548 -1.366 -0.519 -0.013
O 2.887 -0.215 3.638 -0.625
H 0.912 3.329 -2.680 0.274
O 0.564 0.528 -1.451 -0.254
O -2.800 -1.633 -1.733 -0.682
H 2.937 0.599 4.084 0.254
H -2.079 -1.586 -1.187 0.179
S -0.075 -0.036 -0.379 -0.043
H 0.389 2.695 1.195 0.567
O -2.411 0.029 1.961 -0.651
O -0.146 -3.436 1.116 -0.712
H 0.289 -2.531 -1.880 0.352
O 1.939 2.100 1.532 -0.719
H 0.072 -0.401 3.364 0.232
H 3.524 0.950 -2.468 0.283
H -0.445 -3.434 -2.844 0.358
O 3.217 -1.057 0.799 -0.646
O -2.613 -3.135 1.740 -0.688
O 0.451 -0.924 2.672 -0.786
H -1.587 0.203 2.592 0.298
H -1.058 2.643 -2.395 0.432
O 0.936 0.031 0.767 -0.219
O 0.482 3.143 -1.816 -0.735
O 0.520 -3.095 -2.512 -0.833
H 0.361 -1.561 -3.460 0.432
H 3.948 -0.456 0.862 0.298
O -3.427 2.060 0.191 -0.747
O -1.887 2.136 -2.861 -0.723
H 0.635 2.294 -1.487 0.473
H 0.386 -0.403 2.008 0.182


125
Properties=species:S:1:pos:R:3:mulliken_charge:R:1 method="wB97M-V/def2-TZVPD" e_tot_ha=-2831.7388 total_charge=+1
C -4.305 4.297 -2.245 -0.507
H 2.786 10.650 8.191 0.262
C -0.466 -9.288 -4.645 -0.715
C 0.495 9.582 7.080 -0.357
H -0.284 -10.102 -3.947 0.366
N -2.809 -1.088 -4.554 0.615
C -2.125 3.386 -2.334 0.442
O 1.520 8.810 6.450 -0.371
C 2.639 8.674 7.331 -0.268
H -1.979 -8.510 -3.293 0.263
H -0.050 5.649 4.386 0.265
H -0.465 9.088 6.925 0.234
H 3.149 -0.349 7.581 0.347
H 2.895 9.359 9.391 0.338
H -2.784 -0.261 -0.478 0.037
H -3.643 -1.755 -0.153 0.468
H -1.366 5.794 6.448 0.401
H 3.667 -7.908 -6.271 0.296
C -2.985 -1.256 -0.860 -1.279
H 2.421 5.001 6.050 0.231
H -1.000 -4.588 -6.744 0.383
H 6.112 -6.297 -5.420 0.276
C 4.545 0.830 8.785 -0.440
H 2.673 7.644 7.704 0.091
H 0.061 -0.137 2.305 0.308
H -2.134 2.811 3.594 0.384
H -2.379 -6.237 -7.501 0.320
C 5.682 -7.171 -5.913 -0.550
C -2.100 1.811 1.651 -0.257
H -3.849 2.485 -3.383 0.211
H -5.042 4.886 -2.790 0.305
H -1.391 -3.323 -4.765 0.254
C -3.553 -3.266 -4.821 -0.442
C 3.143 0.377 8.393 -0.664
H 0.102 5.791 7.431 0.175
C -0.206 1.882 3.065 -0.141
H 0.075 -6.024 -4.766 0.262
H -0.315 -1.041 -7.003 0.143
H 3.174 3.672 8.711 0.149
C -1.137 0.208 -4.242 0.493
C -0.301 3.884 6.497 -0.218
H -2.057 -1.816 -0.916 0.385
C 1.600 4.687 5.396 -0.498
O 4.402 2.140 9.334 -0.419
O -3.434 5.179 -1.541 -0.402
N -2.650 -0.812 -7.893 -0.542
C -2.955 -5.445 -7.032 -1.348
O -1.603 -7.224 -4.864 -0.315
C -2.038 -4.283 -6.614 -0.343
H -0.470 -9.701 -5.656 0.285
C 5.516 -8.621 -4.050 -0.431
C 3.093 2.641 9.062 -0.312
H 0.928 6.768 5.349 0.215
H -0.408 3.441 7.488 0.300
C -3.675 -1.173 -2.196 0.774
H -3.780 -3.368 -3.763 0.144
H 2.774 2.013 7.024 0.018
H -3.065 -0.088 -8.465 0.263
H -1.081 3.469 5.847 -0.004
C -2.718 -0.774 -3.281 -0.067
H 3.554 8.868 6.771 0.294
N -1.809 -0.416 -5.241 -0.089
N -0.061 0.965 -4.466 -0.079
H 0.483 10.578 9.026 0.346
H -1.575 4.796 -0.746 0.284
H 1.397 1.686 8.068 0.193
O -1.069 1.032 1.033 -0.336
H -3.234 3.986 -4.096 0.289
H 0.456 10.569 6.608 0.280
H -4.832 3.665 -1.522 0.250
H -1.576 5.492 -2.376 0.315
H -2.632 -9.011 -4.863 0.300
H -2.106 1.047 3.673 0.236
C -2.077 4.777 -1.713 -0.561
H -3.063 1.324 1.485 0.373
C 0.037 0.893 1.934 -0.589
H -2.198 -3.442 -7.276 0.287
H -2.209 -4.843 -4.577 0.214
H 2.637 -0.075 9.250 0.298
O -3.694 -1.858 -5.208 -0.396
F 0.536 1.517 -3.393 -0.110
H 0.962 1.086 1.389 0.279
H 1.489 -8.357 -5.053 0.058
N -1.669 0.008 -3.058 -0.334
H 0.180 2.868 2.796 0.059
C 4.221 -7.337 -5.516 -0.394
C -0.221 -6.998 -5.164 -0.285
H 5.202 0.883 7.910 0.249
C 2.483 1.707 8.027 0.028
H 0.777 -7.940 -3.497 0.279
P -1.517 -0.329 -6.990 0.140
C -3.413 3.460 -3.155 -0.441
C -2.230 -3.913 -5.148 -0.240
H 5.983 -8.067 -3.229 0.259
H -0.096 -6.979 -6.254 0.189
C 0.883 9.686 8.549 -0.551
H 5.816 -7.058 -6.987 0.337
H 0.265 1.583 4.000 0.294
O 4.216 -8.073 -4.294 -0.380
C 2.410 9.663 8.466 -0.549
H -4.359 -3.748 -5.368 0.460
H -1.236 3.165 -2.921 0.068
H 0.377 1.178 -5.344 0.172
H -4.204 -2.092 -2.428 0.300
C 6.298 -8.451 -5.347 -0.535
H 2.514 2.638 9.993 0.250
C 0.523 5.758 5.312 -0.363
H -2.127 2.799 1.179 0.073
H 3.707 -6.386 -5.356 0.261
H 7.371 -8.386 -5.184 0.342
O 0.978 3.530 5.968 -0.312
H 5.408 -9.662 -3.747 0.267
H -3.679 -5.121 -7.775 0.419
F -4.627 -0.160 -2.181 -0.325
C -1.732 1.914 3.125 -0.682
H -1.185 1.033 -7.057 0.089
C -1.773 -8.560 -4.367 -0.519
H 2.017 4.420 4.424 0.317
H 6.105 -9.290 -6.018 0.264
H 5.013 0.185 9.529 0.312
H 0.524 8.814 9.100 0.254
H -3.452 -5.894 -6.179 0.263
C 0.550 -8.153 -4.544 -0.224
C -0.351 5.406 6.514 -0.521
H -2.218 2.624 -1.557 -0.240


33
Properties=species:S:1:pos:R:3:mulliken_charge:R:1 method="wB97M-V/def2-TZVPD" de_lowest_kcal_mol=51.5 total_charge=+1
C 1.459 3.779 0.258 -0.788
O -2.013 -1.579 0.345 -0.291
H -3.170 -2.045 -1.314 0.334
H -0.848 4.218 -2.175 0.426
F -0.016 -0.190 0.196 -0.158
C 0.349 -1.490 0.578 0.038
H 2.412 -1.982 2.537 0.333
H 2.205 4.254 0.864 0.394
C 0.709 4.487 -0.689 -0.161
H 2.241 -1.256 -1.548 0.341
H 3.698 -1.921 -0.695 0.507
C -4.282 -1.101 0.326 -1.237
S 1.669 -2.584 0.238 0.346
H -4.506 -2.072 0.806 0.305
C -3.078 -1.235 -0.582 0.252
C -0.861 -1.943 -0.278 0.369
H 0.863 5.525 -0.857 0.459
O -0.663 -2.200 -1.451 -0.556
N 0.349 1.847 -0.304 -0.234
H 2.793 -0.511 -0.021 0.170
Cl 2.055 1.506 1.602 -0.187
C 1.219 2.426 0.457 0.626
H -5.118 -0.778 -0.301 0.402
H 2.252 -3.800 2.277 0.374
H -2.800 -0.277 -1.038 -0.148
C 2.601 -2.833 1.845 -0.923
C 2.732 -1.432 -0.594 -0.859
C -0.390 2.419 -1.210 0.615
Cl -1.410 1.459 -2.128 -0.197
H 3.680 -2.883 1.561 0.419
C -0.226 3.770 -1.439 -0.782
H 0.168 -1.224 1.613 0.505
H -4.072 -0.355 1.118 0.307


49
Properties=species:S:1:pos:R:3:mulliken_charge:R:1 method="wB97M-V/def2-TZVPD" de_lowest_kcal_mol=0.0 total_charge=0
H -2.235 -1.968 1.617 0.323
C 0.015 3.899 2.838 -0.655
F -2.768 -4.359 -4.862 -0.312
H -1.469 -2.967 -0.154 0.370
C -2.070 -0.893 1.602 -1.393
C -1.627 -3.152 -3.226 0.696
H 2.565 -0.094 -0.464 0.218
C 0.020 2.076 -0.454 -1.917
C 0.477 2.749 0.751 1.073
H -0.050 -3.758 -0.810 0.456
C -0.424 3.300 1.674 -0.467
H 0.199 -2.848 1.574 0.211
H -0.354 -1.044 2.896 0.424
F -1.601 -4.291 -2.497 -0.328
C 1.839 4.588 4.323 -0.039
C -0.444 -2.786 -0.497 -0.675
H -2.792 -2.150 -6.266 0.489
C 1.680 -0.382 1.486 -0.569
H 3.225 -1.490 0.399 0.462
H -0.693 4.320 3.539 0.472
C 0.439 -2.311 0.650 -1.250
H -2.752 -0.444 2.324 0.463
H -1.031 2.205 -0.724 0.517
H -1.486 3.254 1.465 0.435
Pd -0.083 0.097 -0.839 0.403
C -1.143 -0.874 -3.600 0.512
N 2.209 5.078 5.295 -0.502
H 2.565 2.449 0.337 0.503
C 1.380 3.971 3.116 0.389
C -1.749 -0.927 -4.830 -0.164
H 3.354 3.508 2.413 0.470
C 1.846 2.845 1.045 -0.520
C -1.030 -1.976 -2.723 0.093
C -2.314 -2.097 -5.301 -0.468
H 3.667 0.132 0.902 0.451
C -2.235 -3.194 -4.465 -0.019
F -1.795 0.187 -5.575 -0.314
H 0.818 2.021 -1.214 0.588
H -0.575 0.549 2.163 0.241
H 1.881 -0.965 2.393 0.382
H 1.471 -2.532 0.396 0.558
N -0.391 -1.800 -1.554 -0.388
H -2.324 -0.513 0.609 0.249
C 2.295 3.442 2.204 -0.656
C 2.847 -0.477 0.520 -1.461
H 1.542 0.652 1.790 0.386
N 0.372 -0.837 0.939 1.131
F -0.624 0.331 -3.182 -0.284
C -0.648 -0.524 1.977 -0.582


20
Properties=species:S:1:pos:R:3:mulliken_charge:R:1 method="wB97M-V/def2-TZVPD" de_lowest_kcal_mol=163.9 total_charge=-1
C -1.203 1.071 0.150 -0.571
H -0.243 -2.798 -0.173 0.225
O 3.335 -1.527 -0.814 -0.598
H -0.045 0.949 3.411 0.180
N 2.257 -1.849 -1.279 0.899
C 1.097 -1.206 -0.698 -0.145
H -1.190 -0.405 3.018 0.245
H -0.436 -2.186 -1.875 0.340
O 2.127 -2.751 -2.152 -0.625
C -0.734 0.494 2.601 -0.955
C -0.280 -1.874 -0.875 -0.961
C 1.099 0.013 -0.148 0.747
H -1.059 3.446 -0.038 0.325
N 1.774 0.720 0.550 -0.464
O -1.843 3.210 -0.616 -0.534
O -2.603 1.412 -1.650 -0.651
H -1.064 -1.195 -0.511 0.263
C -1.893 1.819 -0.746 0.153
H 1.780 1.734 0.477 0.280
C -0.875 0.923 1.368 0.844


16
Properties=species:S:1:pos:R:3:mulliken_charge:R:1 method="wB97M-V/def2-TZVPD" de_lowest_kcal_mol=147.6 total_charge=0
H 2.789 -0.244 0.565 0.343
H 0.889 -0.565 -0.032 0.253
H 2.540 1.292 -0.492 0.209
H 0.491 -2.800 -0.692 0.270
C -0.094 -2.489 0.155 -0.620
H -1.838 2.782 0.051 0.288
H -0.334 -3.313 0.865 0.193
H -0.574 1.219 -0.209 0.001
B -2.182 -0.888 -0.016 0.309
O -1.179 -1.653 0.021 -0.059
C 2.213 0.630 0.458 -0.758
H -1.647 2.081 -1.628 0.258
C -1.512 1.873 -0.522 -0.304
O 0.870 0.267 0.484 -0.491
H 2.536 1.171 1.272 0.300
S -2.968 0.637 -0.279 -0.193


51
Properties=species:S:1:pos:R:3:mulliken_charge:R:1 method="wB97M-V/def2-TZVPD" de_lowest_kcal_mol=0.0 total_charge=-3
F 5.163 5.278 -17.083 -0.404
F 1.280 1.687 -18.063 -0.395
O 1.380 5.166 -10.058 -0.163
F -1.081 4.301 -12.050 -0.470
P 3.946 1.465 -12.798 1.384
H 0.666 5.728 -8.152 0.308
F 2.310 1.718 -12.768 -0.363
C 2.760 5.431 -10.232 0.002
F -0.736 2.497 -17.521 -0.401
H 3.169 4.448 -9.955 0.287
C -0.268 3.895 -9.071 -1.060
H -1.041 4.414 -9.631 0.188
F 4.264 5.725 -13.978 -0.373
F 0.356 8.750 -15.133 -0.408
F -1.364 4.000 -14.251 -0.311
F 6.199 5.251 -14.992 -0.401
F 2.257 3.463 -16.892 -0.310
C 3.402 6.505 -9.312 0.758
F 4.639 6.813 -9.725 -0.246
F -0.131 6.614 -12.717 -0.378
F 5.554 1.311 -12.819 -0.400
F -2.733 2.116 -13.757 -0.373
F -1.503 8.240 -13.872 -0.413
O 2.941 5.511 -11.593 -0.410
P 0.757 2.992 -17.269 1.296
H 1.626 4.325 -8.087 0.380
P 0.047 7.735 -13.883 1.417
F 3.480 5.995 -8.068 -0.263
F 3.756 -0.145 -12.573 -0.385
F 0.764 2.171 -15.818 -0.397
F 1.627 7.294 -14.046 -0.387
F -2.421 2.604 -11.526 -0.401
F 3.807 1.343 -14.418 -0.322
H 0.273 3.096 -9.570 0.254
F 3.220 5.895 -16.048 -0.295
F 2.720 7.652 -9.225 -0.253
F 0.282 4.276 -16.404 -0.281
F -0.562 2.337 -12.958 -0.361
P -1.936 3.222 -12.921 1.412
C 0.933 4.850 -8.749 -0.526
F 5.135 7.102 -15.604 -0.413
F 3.938 1.663 -11.170 -0.423
F 4.182 4.056 -15.250 -0.301
F 4.113 3.077 -12.975 -0.354
P 4.722 5.547 -15.553 1.301
F 0.445 8.832 -12.771 -0.429
F -0.266 6.571 -14.973 -0.327
F -3.270 4.173 -12.863 -0.444
Al 1.581 4.363 -13.866 1.814
H -0.747 3.557 -8.148 0.439
F 0.677 3.865 -18.625 -0.398


48
Properties=species:S:1:pos:R:3:mulliken_charge:R:1 method="wB97M-V/def2-TZVPD" spin_multiplicity=3 de_lowest_kcal_mol=0.0 total_charge=+2
C 0.068 2.844 0.030 0.816
S 2.507 -1.611 -1.894 -0.417
C 0.157 3.039 -2.375 -0.649
H 2.828 -1.919 2.905 0.631
C 0.012 2.074 1.242 -0.254
C 1.229 -1.988 -2.977 0.432
H -2.696 -3.062 -3.192 0.332
N 1.271 -2.439 -4.218 0.219
C 3.328 0.025 2.081 0.920
H -0.497 -1.001 4.681 0.271
H 4.808 2.605 3.876 0.496
H -0.184 6.094 -0.940 0.439
N -0.096 -1.908 -2.715 0.489
H 0.237 2.554 -3.339 0.458
C 3.653 -0.586 4.355 -0.620
C 0.067 -0.960 2.731 0.617
N -0.579 -1.508 -1.461 -1.030
H -0.184 4.692 1.094 0.442
N 4.064 2.137 1.337 -0.662
N 0.038 -2.642 -4.765 -0.677
C -0.803 -2.320 -3.835 0.943
O 0.286 0.903 -1.384 -0.397
C 4.360 1.639 3.690 -0.668
C 0.035 4.413 -2.266 -0.528
C 3.935 1.315 2.365 0.785
N -0.153 -1.558 3.914 -0.366
H -2.548 -2.718 -4.920 0.354
H -1.024 -2.290 -0.980 0.414
C -0.076 4.238 0.116 -0.817
Se 3.545 1.351 -0.121 0.451
C -0.081 5.021 -1.015 -0.814
H 0.025 5.015 -3.165 0.433
N 2.988 -0.146 0.797 -0.566
H -2.721 -1.384 -3.769 0.336
N 0.050 0.321 2.627 -1.173
H 2.098 -2.632 -4.766 0.181
H -1.266 -0.767 -1.605 0.314
H 4.530 0.910 5.664 0.430
N 0.270 0.810 1.346 0.335
S 0.419 -2.055 1.372 -0.506
H 3.596 -1.319 5.150 0.446
C 4.208 0.702 4.653 -0.613
C -2.280 -2.370 -3.926 -1.240
C 3.215 -0.933 3.115 -0.554
C 0.179 2.254 -1.232 0.643
H -0.289 2.574 2.159 0.465
H -0.288 -2.553 3.956 0.220
W 1.123 -0.436 -0.228 1.240